No. 1
C39H36BrKN10O5S2 | the ωB97M-V functional and the def2-TZVPD basis

XYZ file:
```
94
Properties=species:S:1:pos:R:3:mulliken_charge:R:1
K 0.29 -0.94 -0.51 0.719
O 1.11 2.98 2.08 -0.944
C 0.94 2.48 3.24 0.531
C 1.13 3.26 4.42 -0.856
C 0.91 2.74 5.67 -0.266
C 0.49 1.43 5.85 -0.942
C 0.31 0.64 4.72 -0.062
C 0.54 1.12 3.45 -0.185
C 0.28 0.23 2.26 -0.092
O 0.79 0.70 1.07 0.256
N -1.19 0.07 2.18 -0.026
N -1.79 -0.30 1.09 0.231
C -3.07 -0.19 0.99 -0.686
C -3.80 -0.56 -0.16 0.187
Br -2.79 -0.94 -1.73 -0.054
C -5.16 -0.56 -0.30 -0.948
C -6.18 -0.38 0.69 0.798
C -6.06 -0.71 2.05 -0.288
C -7.13 -0.55 2.91 -0.543
C -8.34 -0.04 2.47 -0.418
C -8.47 0.30 1.13 -0.458
C -7.42 0.12 0.26 -0.646
H 0.95 1.70 1.26 0.084
H 1.43 4.28 4.28 0.383
H 1.07 3.38 6.54 0.341
H 0.31 1.04 6.84 0.353
H -0.02 -0.39 4.83 0.423
H 0.69 -0.78 2.44 -0.104
H -1.74 0.51 2.94 0.504
H -3.66 0.25 1.81 0.382
H -5.54 -0.66 -1.31 0.267
H -5.14 -1.14 2.41 0.495
H -7.02 -0.83 3.95 0.368
H -9.17 0.08 3.15 0.359
H -9.41 0.70 0.76 0.340
H -7.53 0.39 -0.79 0.336
N 8.06 -4.16 -2.56 -0.644
C 6.96 -3.75 -1.79 1.214
C 5.72 -4.36 -1.97 -0.848
C 4.64 -3.98 -1.20 -0.377
C 4.78 -2.98 -0.26 -0.569
C 6.01 -2.38 -0.05 -0.323
C 7.10 -2.78 -0.81 -0.735
S 3.30 -2.30 0.53 1.683
O 3.72 -1.57 1.70 -0.767
O 2.45 -3.44 0.82 -0.862
N 2.60 -1.45 -0.61 0.268
C 3.15 -0.30 -0.96 -0.185
N 4.42 -0.03 -0.60 -0.364
C 4.90 1.14 -0.93 -0.140
C 4.19 2.08 -1.66 -1.164
C 2.91 1.68 -2.04 0.143
N 2.39 0.52 -1.72 -0.099
H 7.79 -4.56 -3.45 0.227
H 8.77 -3.44 -2.65 0.220
H 5.61 -5.13 -2.73 0.275
H 3.67 -4.44 -1.33 0.188
H 6.09 -1.60 0.68 0.454
H 8.07 -2.32 -0.66 0.251
H 5.93 1.33 -0.61 0.359
H 4.60 3.04 -1.93 0.370
H 2.27 2.33 -2.64 0.340
N -1.79 3.99 -2.42 0.059
C -1.99 4.40 -1.13 0.063
C -2.36 5.61 -0.56 -1.259
C -2.46 5.65 0.82 -0.432
C -2.21 4.53 1.60 -0.992
C -1.85 3.32 1.05 0.474
C -1.73 3.25 -0.34 0.221
N -1.38 2.21 -1.14 0.285
C -1.41 2.66 -2.37 0.265
C -1.10 1.91 -3.55 -0.553
C -1.35 2.33 -4.85 -0.457
S -0.80 1.15 -5.98 -0.243
C -0.28 0.18 -4.60 -0.337
N -0.50 0.70 -3.47 0.379
H -1.87 4.56 -3.25 0.207
H -2.57 6.48 -1.17 0.382
H -2.74 6.58 1.30 0.358
H -2.28 4.62 2.68 0.434
H -1.65 2.46 1.65 0.368
H -1.84 3.22 -5.20 0.363
H 0.19 -0.77 -4.76 0.423
N 0.40 -4.94 -0.18 -0.530
C -0.30 -4.06 -0.98 0.208
O -0.92 -3.12 -0.50 -0.424
C -0.22 -4.36 -2.45 -0.589
C 0.95 -3.52 -2.85 -0.167
H 0.76 -4.50 0.66 0.329
H 1.13 -5.45 -0.65 0.283
H -1.12 -4.01 -2.96 0.280
H -0.06 -5.43 -2.63 0.312
H 0.77 -2.46 -2.88 -0.043
H 1.90 -3.79 -2.40 -0.423
```

Its highest occupied orbital energy is 0.41 eV. The largest force on an atom is 2.18 eV Å⁻¹. As for the net charge: -2. For the lowest unoccupied orbital energy, the calculation gives 3.42 eV. For the molar mass, the calculation gives 907.9 g/mol.



No. 2
C30H48F7N9O8P2 | the ωB97M-V functional and the def2-TZVPD basis

XYZ file:
```
104
Properties=species:S:1:pos:R:3:mulliken_charge:R:1
C 2.99 6.34 3.62 -1.525
C 3.71 5.37 2.71 0.347
O 5.03 5.87 2.49 -0.591
C 3.77 3.95 3.31 -0.221
C 4.36 3.00 2.30 0.011
N 3.52 2.51 1.43 0.039
C 4.04 1.65 0.51 0.019
C 3.17 1.06 -0.43 0.630
C 1.71 1.40 -0.34 0.152
O 1.17 2.15 -1.09 -0.507
C 0.92 0.69 0.79 0.909
F 1.66 0.51 1.89 -0.262
F 0.67 -0.56 0.31 -0.319
C -0.46 1.29 1.13 0.614
F -1.03 0.47 2.05 -0.254
F -1.24 1.24 0.05 -0.323
C -0.50 2.71 1.76 0.902
F 0.34 3.59 1.17 -0.220
F -1.76 3.17 1.54 -0.314
C -0.25 2.76 3.29 0.224
O 0.65 2.21 3.83 -0.446
O -1.13 3.52 3.98 -0.484
C 3.63 0.21 -1.40 -1.139
C 5.01 -0.09 -1.42 -1.027
C 5.86 0.44 -0.51 -0.505
C 5.40 1.34 0.48 0.039
N 6.28 1.85 1.39 -0.604
C 5.74 2.64 2.28 0.864
C 6.69 3.18 3.32 -0.087
O 7.48 4.03 3.06 -0.416
N 6.63 2.62 4.67 -0.188
C 7.14 1.31 4.83 0.567
O 7.75 0.95 5.78 -0.474
F 6.85 0.46 3.84 -0.185
H 2.30 5.84 4.30 0.374
H 2.44 7.11 3.08 0.376
H 3.72 6.86 4.25 0.400
H 3.19 5.34 1.74 0.296
H 5.33 5.57 1.63 0.353
H 4.37 4.04 4.22 0.190
H 2.75 3.66 3.53 0.004
H -1.33 4.33 3.50 0.383
H 2.94 -0.21 -2.11 1.079
H 5.39 -0.76 -2.18 0.481
H 6.91 0.17 -0.54 0.510
H 5.70 2.68 5.07 0.346
C 2.70 -1.74 -7.58 -0.941
N 2.55 -2.99 -6.85 0.146
C 3.83 -3.68 -6.72 -1.102
P 1.68 -3.05 -5.38 0.698
O 2.49 -2.23 -4.43 -0.782
N 0.19 -2.11 -5.38 0.171
C -0.05 -1.05 -6.34 -1.132
C -0.20 -1.68 -4.04 -1.173
N 0.91 -4.51 -5.71 0.157
C 0.28 -4.78 -6.98 -0.995
C 0.19 -5.11 -4.59 -1.003
H 3.34 -1.90 -8.45 0.354
H 3.14 -0.93 -6.98 0.286
H 1.75 -1.40 -7.99 0.248
H 3.66 -4.73 -6.45 0.304
H 4.47 -3.23 -5.96 0.276
H 4.36 -3.67 -7.67 0.396
H 0.70 -0.25 -6.30 0.356
H -1.03 -0.59 -6.13 0.411
H -0.12 -1.44 -7.36 0.264
H 0.36 -0.79 -3.71 0.391
H -0.03 -2.47 -3.31 0.265
H -1.27 -1.45 -4.03 0.423
H -0.64 -4.20 -7.11 0.274
H 0.02 -5.84 -7.02 0.414
H 0.96 -4.59 -7.81 0.284
H -0.83 -4.71 -4.50 0.357
H 0.71 -4.91 -3.65 0.327
H 0.14 -6.19 -4.70 0.342
C -8.63 -0.25 2.24 -1.001
N -7.40 0.12 2.92 0.203
C -7.62 1.25 3.83 -1.151
P -6.42 -1.07 3.67 0.612
O -7.25 -1.60 4.79 -0.878
N -6.22 -2.54 2.72 0.172
C -7.13 -2.90 1.65 -1.150
C -5.93 -3.70 3.56 -1.065
N -4.95 -0.40 3.17 0.244
C -4.73 0.04 1.81 -0.700
C -3.76 -0.97 3.78 -0.910
H -9.13 0.66 1.90 0.350
H -9.33 -0.82 2.86 0.322
H -8.42 -0.81 1.33 0.263
H -6.66 1.70 4.10 0.308
H -8.13 0.95 4.75 0.328
H -8.21 2.02 3.34 0.383
H -8.17 -3.00 1.99 0.350
H -6.83 -3.86 1.23 0.414
H -7.08 -2.19 0.83 0.277
H -6.83 -4.12 4.02 0.323
H -5.24 -3.45 4.36 0.304
H -5.45 -4.48 2.95 0.374
H -4.65 -0.80 1.12 0.264
H -3.79 0.60 1.78 0.125
H -5.51 0.71 1.47 0.312
H -3.41 -1.86 3.24 0.364
H -3.96 -1.26 4.82 0.327
H -2.95 -0.24 3.80 0.206
```

Its highest occupied orbital energy is -8.23 eV. The largest force on an atom is 5.18 eV Å⁻¹. As for the SMILES: C[C@@H](O)Cc1nc2c(C(=O)C(F)(F)C(F)(F)C(F)(F)C(=O)O)cccc2nc1C(=O)NC(=O)F.CN(C)P(=O)(N(C)C)N(C)C.CN(C)P(=O)(N(C)C)N(C)C. For the lowest unoccupied orbital energy, the calculation gives -0.89 eV. For the molar mass, the calculation gives 857.7 g/mol.



Which of these has the highest highest occupied orbital energy?
C39H36BrKN10O5S2



What is the lowest unoccupied orbital energy in the first record?
3.42 eV